Record 1
C34H70BN7O12 | ωB97M-V with the def2-TZVPD basis set

XYZ file:
```
124
Properties=species:S:1:pos:R:3
C -3.18689 3.38792 0.86224
C -2.29400 3.93511 -0.27172
C -1.37361 2.86192 -0.86495
C -0.15401 2.65580 0.04308
C 0.58213 1.33555 -0.09999
C 1.15641 1.06154 -1.49389
O 0.12480 0.91132 -2.48487
N 0.60773 1.37757 -3.74530
O -0.18250 2.06111 -4.25949
O 1.83115 1.52326 0.65886
C 2.09322 0.31862 1.26759
O 3.15929 -0.17482 1.24152
C 0.76648 -0.16604 1.85959
N 0.96951 -1.51172 2.34448
C 0.26479 -1.90539 3.56538
C 0.32727 -3.42192 3.71808
C -0.66982 -4.18819 2.84627
B 0.54987 0.90345 3.06705
O 1.69004 1.27099 3.75499
C -0.85274 1.46943 3.51229
C -1.20734 0.90547 4.92068
C -0.12647 0.13433 0.61582
C -0.45223 -1.06989 -0.27041
C -1.55020 -1.93970 0.36685
C -2.96160 -1.47107 -0.01969
C -3.57626 -2.20520 -1.21456
O -3.19119 -3.59094 -1.30727
C -3.94112 -4.45594 -0.62944
O -4.64195 -4.19108 0.29583
H -3.11243 4.00163 1.76337
H -4.23872 3.37247 0.56773
H -2.89092 2.37027 1.13820
H -1.67121 4.75952 0.07755
H -2.94645 4.29647 -1.07399
H -1.92966 1.92265 -0.98330
H -1.03644 3.17953 -1.85608
H 0.55690 3.47164 -0.12973
H -0.48463 2.73460 1.08553
H 1.78952 0.16870 -1.45310
H 1.79052 1.91375 -1.75366
H 0.88292 -2.22297 1.62566
H 0.76857 -1.47211 4.43659
H -0.79304 -1.59433 3.59105
H 1.35234 -3.73543 3.48501
H 0.15536 -3.65753 4.77247
H -0.35551 -4.08738 1.80747
H -1.68199 -3.78883 2.96235
H -0.67052 -5.24552 3.12174
H 1.85483 2.22058 3.76999
H -0.80696 2.56380 3.55960
H -1.62495 1.16958 2.80158
H -1.97262 0.13232 4.83683
H -0.35257 0.44875 5.42163
H -1.60423 1.69587 5.56097
H -1.10648 0.54883 0.88956
H 0.44797 -1.67979 -0.41331
H -0.80348 -0.72401 -1.24367
H -1.46422 -1.85929 1.45301
H -1.38640 -2.98671 0.11424
H -2.95845 -0.39802 -0.25127
H -3.63381 -1.59955 0.83284
H -4.66571 -2.16313 -1.13930
H -3.28696 -1.75544 -2.16602
H -3.83912 -5.46787 -1.04210
C 0.97944 6.75698 -0.43115
O -0.12595 6.24800 -0.33967
N 1.78510 6.59201 -1.49486
C 3.07955 7.22498 -1.59873
C 1.30604 5.72911 -2.56886
H 1.40839 7.39844 0.35650
H 3.12196 7.87709 -2.47355
H 3.87126 6.47772 -1.68540
H 3.26390 7.82463 -0.70851
H 0.36629 6.09778 -2.96838
H 1.13373 4.72373 -2.17794
H 2.04965 5.68870 -3.36151
C 0.82798 -1.69680 7.29707
O -0.17047 -1.97767 6.66207
N 0.88798 -1.66290 8.64361
C 2.10164 -1.32092 9.35205
C -0.31425 -1.98237 9.39345
H 1.78538 -1.43991 6.81086
H 2.42215 -2.14376 9.99460
H 1.95338 -0.43428 9.97220
H 2.89281 -1.11315 8.63384
H -0.65420 -2.99184 9.16091
H -1.11937 -1.29276 9.13837
H -0.09765 -1.90899 10.45685
C 1.60695 -4.20667 -1.06698
O 0.94947 -4.06376 -0.04746
N 2.94869 -4.25387 -1.08264
C 3.69391 -4.41511 -2.31299
C 3.65583 -4.13296 0.18274
H 1.14901 -4.29939 -2.06453
H 4.29398 -5.32678 -2.27671
H 4.35724 -3.56085 -2.46919
H 3.00361 -4.49097 -3.14882
H 3.36305 -4.93508 0.86114
H 3.42099 -3.18279 0.66565
H 4.72555 -4.18887 -0.00566
C -2.23050 6.08046 -4.53548
O -1.01693 5.97881 -4.55148
N -3.07629 5.03583 -4.59723
C -4.51281 5.20422 -4.57320
C -2.51479 3.69705 -4.67903
H -2.74229 7.05361 -4.45661
H -4.94823 4.69309 -3.71205
H -4.96584 4.80188 -5.48167
H -4.75279 6.26375 -4.50497
H -1.88871 3.49015 -3.81049
H -1.89505 3.59450 -5.57014
H -3.32749 2.97513 -4.71714
C 2.67275 -5.65423 -5.69138
O 1.97606 -6.01078 -4.75954
N 2.22633 -4.97843 -6.76705
C 3.10355 -4.57620 -7.84530
C 0.81214 -4.64857 -6.83463
H 3.75653 -5.86064 -5.72871
H 3.10556 -3.49039 -7.95910
H 2.78778 -5.02367 -8.78977
H 4.11846 -4.90439 -7.62824
H 0.52169 -4.02998 -5.98512
H 0.20649 -5.55454 -6.81027
H 0.61921 -4.10794 -7.75824
```

Computed properties:
E_LUMO = 0.0 eV
HOMO-LUMO gap = 8.00 eV
F_max = 0.028 hartree/bohr
HOMO = -7.96 eV

---

Record 2
C34H71BrEuIN7O4P3 | ωB97M-V with the def2-TZVPD basis set

XYZ file:
```
122
Properties=species:S:1:pos:R:3
Eu 0.41472 -0.04618 -0.04202
C 3.76330 -5.22348 -0.03906
N 3.31996 -3.87573 -0.29519
C 4.28902 -2.87996 0.09760
P 1.66131 -3.62998 0.10432
O 1.39318 -2.14607 0.00571
O 1.28499 -4.37198 1.32992
P -0.30742 -1.97799 2.74137
O -1.43224 -0.97223 2.25594
N 0.45803 -1.00096 3.97293
C -0.18321 0.09339 4.66132
C 1.25363 -1.82238 4.84768
N -1.27016 -3.03533 3.75037
C -2.29924 -2.56351 4.62944
C -0.81516 -4.37533 3.98883
N 0.91627 -4.35299 -1.26337
C 0.26121 -5.62675 -1.10738
C 1.51799 -4.14916 -2.56339
H 4.60847 -5.46805 -0.69362
H 2.94887 -5.91878 -0.23402
H 4.08514 -5.37259 1.00214
H 5.19328 -2.99107 -0.51142
H 4.57652 -2.95832 1.15918
H 3.87885 -1.89019 -0.08221
H -0.89481 0.57127 3.99484
H 0.57009 0.83836 4.94318
H -0.70163 -0.23560 5.57818
H 0.65530 -2.26517 5.66381
H 2.04977 -1.23318 5.31557
H 1.69693 -2.63536 4.26622
H -2.56002 -1.54245 4.35230
H -1.99340 -2.56663 5.69113
H -3.19973 -3.19334 4.54620
H -0.03257 -4.60953 3.26697
H -1.64024 -5.09419 3.86154
H -0.41459 -4.51323 5.00821
H 0.89732 -6.46755 -1.43405
H -0.66023 -5.65640 -1.70209
H 0.00862 -5.75691 -0.05665
H 2.14410 -3.25822 -2.53767
H 0.73961 -4.02502 -3.32553
H 2.14862 -5.00266 -2.85819
N 2.75355 3.03585 0.00226
C 3.39269 3.08096 1.19115
C 3.94872 4.25478 1.67986
C 4.66648 4.27917 2.87520
C 4.85094 3.13905 3.61203
C 4.30731 1.92002 3.15816
C 4.46458 0.70726 3.86452
C 3.91312 -0.43655 3.36801
C 3.14966 -0.36775 2.18892
N 2.98527 0.73149 1.49647
C 3.56709 1.87325 1.94821
H 2.40038 3.89073 -0.38895
H 2.21457 2.20089 -0.19066
H 3.81064 5.17330 1.12374
H 5.08616 5.21589 3.22291
H 5.40239 3.15146 4.54426
H 5.01488 0.71075 4.79978
H 4.03620 -1.38570 3.86941
H 2.66268 -1.26761 1.82977
O -0.13362 -1.48958 -2.36329
H 0.27751 -2.17691 -1.81485
H 0.59462 -1.09830 -2.87109
Br 0.18364 2.06572 1.87059
I 2.88127 0.12439 -2.03808
C -3.39015 2.73269 -4.49157
C -2.80375 1.88266 -3.36721
C -3.91348 1.60828 -2.34914
C -2.36696 0.51400 -3.90052
P -1.29285 2.56449 -2.33711
N -0.53571 1.50392 -1.56326
C -2.05729 3.99945 -1.24718
C -3.02261 5.00430 -1.87280
C -0.84226 4.75637 -0.70381
C -2.73275 3.31941 -0.04666
C -0.14994 3.45256 -3.64745
C 1.20123 3.65042 -2.95309
C 0.10156 2.41441 -4.74454
C -0.60902 4.76051 -4.28465
H -4.29250 2.24531 -4.87675
H -2.70140 2.84684 -5.32622
H -3.67083 3.72439 -4.14105
H -4.65892 0.92761 -2.77349
H -4.43131 2.51863 -2.05489
H -3.48506 1.14207 -1.46382
H -3.23937 -0.11012 -4.11890
H -1.76752 0.01535 -3.13773
H -1.77901 0.58736 -4.81261
H -2.59383 5.50637 -2.73817
H -3.26371 5.76965 -1.12769
H -3.95914 4.53915 -2.17658
H -0.41025 5.42128 -1.45140
H -0.09720 4.03525 -0.36959
H -1.12466 5.36117 0.16144
H -3.80634 3.19888 -0.18587
H -2.57358 3.89587 0.86517
H -2.28278 2.34053 0.11495
H 1.39866 2.77066 -2.34107
H 1.22183 4.53716 -2.32257
H 2.00399 3.74135 -3.68960
H 0.30736 1.45047 -4.28002
H 0.97316 2.70031 -5.34041
H -0.74449 2.31741 -5.42200
H -0.63877 5.57258 -3.55951
H -1.59353 4.66674 -4.73986
H 0.10101 5.04439 -5.06917
C -3.17652 -1.86673 -1.06819
C -2.77630 -2.04837 0.40004
C -2.12321 -3.42355 0.54191
C -4.04569 -2.02003 1.26663
C -1.82267 -0.88280 0.75960
H -3.84955 -2.67052 -1.38077
H -2.29636 -1.88198 -1.70797
H -3.68478 -0.91491 -1.21671
H -2.74004 -4.18724 0.05719
H -2.00813 -3.69237 1.58817
H -1.13838 -3.43186 0.07762
H -4.71636 -2.84982 1.02196
H -4.59255 -1.08607 1.11793
H -3.77156 -2.09774 2.31797
H -2.49697 -0.00730 0.84364
```

Computed properties:
charge = -2
E_LUMO (spin up / spin down) = 4.3 / 4.3 eV
spin multiplicity = 7
HOMO-LUMO gap (spin up / spin down) = 6.48 / 6.53 eV
F_max = 0.038 hartree/bohr
HOMO (spin up / spin down) = -2.22 / -2.27 eV

---

Record 3
C34H72F3N5O10PS | ωB97M-V with the def2-TZVPD basis set

XYZ file:
```
126
Properties=species:S:1:pos:R:3
C 2.84303 -8.16175 3.07038
C 1.46704 -8.52644 2.33422
O 0.39276 -7.57104 2.52345
C 0.85990 -6.21352 2.50390
C -0.34335 -5.14408 2.30263
C -0.71323 -4.53627 0.90182
P 0.23196 -4.97976 -0.67695
O -0.65039 -4.29034 -1.97366
O 0.23131 -6.69054 -0.81192
C -1.86676 -3.51432 0.80948
N -2.64007 -3.06867 1.96887
C -3.73430 -2.08718 1.66473
O -3.47531 -0.75791 2.16670
C -2.35353 -0.15943 1.53913
F -1.17957 -0.53419 2.22569
F -2.23786 -0.43139 0.15889
F -2.49119 1.24797 1.69996
C -2.36758 -3.56723 3.31703
C -3.21035 -3.04794 4.58368
C -4.15497 -4.16958 5.24103
C -3.92927 -4.38897 6.82596
N -3.58322 -3.15039 7.58762
C -1.22503 -4.63002 3.50804
C -0.90147 -5.25456 4.94168
S -1.45076 -7.02583 5.08516
C -2.85752 -7.40152 3.93616
C -2.87069 -8.90822 3.37402
H 3.44715 -9.14237 3.16960
H 2.70361 -7.75605 4.14094
H 3.49521 -7.39992 2.52366
H 1.10056 -9.51645 2.80660
H 1.68652 -8.77354 1.23757
H 1.37719 -5.88581 3.48622
H 1.59337 -6.02156 1.63085
H -1.34610 -4.96673 -2.19423
H -0.71890 -6.98115 -0.80035
H -2.13125 -3.08464 -0.22351
H -4.67658 -2.46897 2.21412
H -4.02332 -2.10700 0.54677
H -3.88845 -2.14968 4.32352
H -2.42619 -2.61387 5.31551
H -5.24929 -3.81294 5.11906
H -4.10259 -5.19188 4.73810
H -4.92475 -4.78482 7.25158
H -3.13511 -5.19636 7.05210
H -2.55072 -3.03995 7.51573
H -3.95088 -2.29623 7.13375
H -1.45811 -4.67234 5.77090
H 0.23752 -5.24617 5.13591
H -2.95418 -6.70653 3.03652
H -3.83042 -7.27345 4.54704
H -2.21067 -9.00621 2.43008
H -2.65992 -9.70950 4.15539
H -3.94791 -9.09694 2.99323
C 2.85164 3.59558 1.78225
O 2.27908 3.36977 0.50315
C 1.01471 2.70743 0.56310
C -0.10112 3.64856 0.10901
N -0.33071 4.70806 1.09000
C -1.21263 5.77365 0.60463
C -0.70801 6.62419 -0.57110
O 0.41846 7.43589 -0.25347
C 1.67328 6.78683 -0.39659
H 3.86122 3.98302 1.63823
H 2.27548 4.33673 2.34271
H 2.91621 2.66279 2.35181
H 0.81206 2.29158 1.55599
H 1.06783 1.86960 -0.14054
H -1.02375 3.07466 -0.02259
H 0.18875 4.06574 -0.86132
H 0.55965 5.12181 1.34457
H -1.38603 6.44373 1.45282
H -2.18426 5.34102 0.34371
H -1.51105 7.32327 -0.83067
H -0.52382 6.03238 -1.47412
H 1.66954 6.04062 -1.19578
H 1.97508 6.33261 0.54998
H 2.41702 7.54812 -0.64230
C 7.47271 4.53382 -5.20919
O 7.87400 4.31560 -3.86559
C 7.30519 5.25387 -2.94987
C 6.31458 4.55519 -2.01789
N 5.10728 4.14979 -2.73840
C 4.23040 3.26733 -1.96365
C 4.77776 1.88082 -1.59263
O 4.97725 1.02035 -2.71080
C 6.23680 1.16615 -3.35074
H 8.04805 3.86280 -5.84804
H 6.41069 4.30850 -5.34123
H 7.67744 5.56452 -5.51572
H 6.84406 6.10435 -3.46269
H 8.13231 5.64183 -2.34678
H 6.03786 5.23954 -1.20908
H 6.82318 3.68961 -1.58022
H 5.37631 3.66618 -3.58842
H 3.32691 3.12115 -2.56501
H 3.91871 3.78543 -1.05282
H 4.01679 1.38927 -0.97501
H 5.67859 1.93316 -0.97166
H 7.02988 1.44839 -2.65342
H 6.16674 1.89115 -4.16418
H 6.49861 0.20359 -3.79618
C -2.59554 3.43616 -7.10090
O -3.66371 2.75984 -6.45487
C -3.28220 1.49390 -5.91477
C -3.32559 1.53224 -4.38668
N -2.24973 2.36532 -3.84864
C -2.37977 2.63863 -2.41563
C -3.58924 3.47215 -1.96478
O -3.55865 4.82156 -2.41622
C -4.10772 5.02477 -3.71088
H -3.00181 4.32206 -7.59001
H -1.84192 3.75790 -6.37666
H -2.13444 2.80017 -7.86312
H -2.30409 1.16568 -6.28156
H -4.02501 0.76918 -6.26354
H -3.22026 0.51360 -3.99818
H -4.30798 1.91562 -4.09119
H -2.23924 3.25123 -4.34242
H -1.47482 3.17581 -2.11880
H -2.37364 1.68860 -1.86948
H -3.55278 3.52711 -0.86986
H -4.54583 2.99750 -2.20823
H -4.92099 4.32933 -3.93394
H -3.32536 4.95467 -4.46934
H -4.50578 6.04112 -3.74894
```

Computed properties:
charge = +1
E_LUMO = -4.8 eV
HOMO-LUMO gap = 4.89 eV
F_max = 0.089 hartree/bohr
HOMO = -9.66 eV